# 1
This record from the Open Molecules 2025 dataset describes a molecular structure, C41H45GeO7PTi at a distorted geometry. The level of theory is wB97M-V/def2-TZVPD.

Geometry as XYZ:
```
96
Properties=species:S:1:pos:R:3:forces:R:3
Ti -0.018583 -0.957866 1.090432 -1.9 0.3 -1.0
C -0.657183 -3.211966 -1.078968 -0.8 0.2 -0.7
C -2.077083 -3.149866 -0.497368 0.5 -0.4 -0.3
O -2.103183 -2.000366 0.347432 0.4 0.1 0.2
C -3.129483 -2.031266 1.326732 -0.2 0.3 0.6
C -3.200483 -0.635866 1.937032 -0.5 -0.4 -0.6
O -1.893183 -0.199066 2.310232 0.4 -0.3 -0.1
C -1.864283 0.663634 3.451332 0.3 0.3 0.5
C -0.389283 0.903134 3.840332 -0.5 0.6 -0.1
O 0.459717 -0.128866 3.381232 -0.4 -0.2 -0.6
C 0.565417 -1.273866 4.229632 0.2 -0.9 0.1
C -0.494483 -2.338566 3.910732 0.0 0.7 0.7
O -0.500383 -2.614766 2.506832 0.3 0.2 -0.3
C -0.171283 -3.942666 2.102232 0.0 -0.6 -0.6
C 0.686617 -3.908466 0.822032 0.5 -0.3 0.8
O 0.313517 -2.873366 -0.095768 -0.3 0.8 0.7
H -0.546783 -2.456666 -1.870068 0.0 -0.2 0.2
H -0.447883 -4.203266 -1.499268 0.0 0.2 0.1
H -2.311883 -4.051766 0.083632 0.0 0.2 0.0
H -2.815183 -3.047966 -1.305668 0.2 0.0 0.2
H -4.098283 -2.266966 0.868232 0.2 0.1 0.0
H -2.904783 -2.788966 2.088132 0.0 0.0 -0.2
H -3.870483 -0.649266 2.802932 0.1 0.1 -0.1
H -3.611583 0.036334 1.173732 0.1 0.0 0.2
H -2.404483 0.181934 4.275532 0.0 0.0 -0.2
H -2.337883 1.627634 3.225132 0.0 -0.2 0.0
H -0.306783 1.016934 4.928032 0.0 0.0 -0.2
H -0.021183 1.820634 3.369732 -0.1 -0.2 0.1
H 0.497817 -0.985266 5.285332 0.0 0.0 -0.2
H 1.555317 -1.705866 4.041332 -0.3 0.2 0.1
H -1.498583 -1.984566 4.178732 0.2 -0.2 0.0
H -0.269283 -3.238166 4.492032 -0.1 0.1 -0.2
H -1.103383 -4.504766 1.941232 0.2 0.2 0.1
H 0.407917 -4.448366 2.880932 0.0 0.1 -0.1
H 0.662317 -4.884766 0.321632 -0.1 0.2 0.1
H 1.717817 -3.684166 1.115332 -0.3 -0.2 -0.2
O 3.036817 -2.494366 2.707732 -0.1 0.4 -0.4
C 2.868217 -1.602666 1.895832 1.7 -0.7 0.6
O 1.676417 -1.275766 1.481832 1.0 -1.0 1.3
C 3.967417 -0.865466 1.225532 -0.2 0.1 0.0
C 5.282917 -1.060866 1.633132 -0.1 -0.1 0.0
C 6.318517 -0.480866 0.927032 -0.1 0.0 0.1
C 6.038617 0.273634 -0.202768 0.0 0.0 0.0
C 4.727917 0.499334 -0.594368 -0.1 0.0 0.0
C 3.672917 -0.048366 0.129732 -0.3 -0.3 0.3
P 1.946817 0.308834 -0.421168 -0.2 0.7 -0.8
C 1.922317 2.136834 -0.395468 -0.2 -0.3 0.1
C 2.526217 2.942134 -1.353968 -0.1 0.0 0.1
C 2.400717 4.319034 -1.268068 0.0 0.0 -0.1
C 1.676217 4.894834 -0.238168 0.0 -0.1 0.1
C 1.080917 4.094534 0.726332 0.1 0.1 0.1
C 1.205717 2.720434 0.647632 0.2 -0.2 0.0
C 2.061417 -0.290466 -2.137568 -0.2 -0.1 0.2
C 1.694417 0.427134 -3.272368 0.0 0.0 0.2
C 1.817317 -0.154566 -4.523268 0.0 -0.1 -0.1
C 2.276817 -1.455266 -4.648568 0.0 0.0 0.0
C 2.607517 -2.188866 -3.517268 0.0 0.0 0.0
C 2.497717 -1.612966 -2.266068 0.0 0.1 0.1
H 5.473317 -1.681666 2.494932 0.0 -0.1 0.1
H 7.337417 -0.625566 1.250932 0.1 0.0 0.0
H 6.851817 0.684034 -0.781468 0.0 0.1 -0.1
H 4.532417 1.097734 -1.471468 0.0 0.0 0.0
H 3.073717 2.505534 -2.173368 0.1 0.0 -0.1
H 2.858517 4.938334 -2.021568 0.1 0.1 -0.1
H 1.569317 5.966734 -0.192368 0.0 0.1 0.0
H 0.501717 4.551634 1.513432 -0.1 0.0 0.1
H 0.729217 2.067234 1.382232 0.0 0.2 -0.1
H 1.329217 1.440134 -3.185168 0.0 0.0 0.0
H 1.553217 0.413234 -5.401768 0.0 0.1 -0.1
H 2.376117 -1.901466 -5.624568 0.0 0.0 -0.1
H 2.955617 -3.205366 -3.618368 0.1 -0.1 0.0
H 2.761917 -2.180166 -1.377568 0.1 0.0 -0.1
Ge -1.274883 0.736434 -0.563668 -0.5 1.8 -1.5
C -2.162183 2.523834 -0.089868 0.3 -1.0 0.3
C -1.634983 3.645834 -0.721168 0.1 -0.2 -0.2
C -2.214883 4.893034 -0.569268 0.0 0.1 0.0
C -3.343283 5.050934 0.214832 0.0 0.0 0.1
C -3.883783 3.944634 0.844132 -0.1 0.0 0.1
C -3.290083 2.700334 0.701432 -0.1 -0.1 0.1
C -2.385283 0.143534 -2.146668 0.3 -0.3 0.9
C -1.970483 0.598934 -3.393768 0.2 0.1 0.2
C -2.739883 0.387334 -4.522868 -0.1 0.0 -0.1
C -3.927683 -0.316566 -4.430268 0.0 0.0 0.0
C -4.344683 -0.790866 -3.197668 -0.1 -0.1 0.0
C -3.580383 -0.557966 -2.065968 -0.1 0.0 0.1
H -0.199783 1.389134 -1.466268 0.1 -0.2 0.1
H -0.764783 3.545934 -1.352268 0.1 0.0 -0.1
H -1.779383 5.748234 -1.063168 0.0 0.1 -0.1
H -3.802083 6.020534 0.337532 0.0 0.1 0.0
H -4.770883 4.044234 1.451132 -0.1 0.0 0.1
H -3.759083 1.874934 1.216032 0.0 0.0 0.0
H -1.045983 1.148434 -3.484468 0.1 0.1 0.0
H -2.408283 0.773834 -5.474768 0.0 0.0 -0.1
H -4.529083 -0.493066 -5.308868 0.0 0.0 -0.1
H -5.272183 -1.337666 -3.114868 -0.1 0.0 0.0
H -3.942483 -0.913266 -1.109568 -0.1 0.0 0.1
```
Forces are in eV/Å.

Summary:
LUMO (spin up / spin down)	-6.947 / -6.933	eV
orbital gap (spin up / spin down)	6.3302 / 6.3693	eV
total charge	+2
maximum force	2.4	eV/A
energy above the lowest of the compared OMol25 structures with the same formula, charge and spin	10.83	kcal per mole
HOMO energy (spin up / spin down)	-13.3 / -13.3	eV
calculated total energy	-146484.4533	eV

These are the Löwdin partial charges, in e, on atoms 1 to 8:
1 Ti 1.06
2 C -0.11
3 C -0.12
4 O -0.28
5 C -0.14
6 C -0.14
7 O -0.28
8 C -0.11

---

# 2
This record from the Open Molecules 2025 dataset describes a molecular structure, C41H45NP2V at a distorted geometry. The level of theory is wB97M-V/def2-TZVPD.

Geometry as XYZ:
```
90
Properties=species:S:1:pos:R:3:forces:R:3
V 0.706996 -0.736690 1.437144 -0.8 2.6 3.5
C -2.940686 -0.134025 4.564386 0.9 -0.3 -1.2
C -3.390918 0.186935 3.344282 1.7 0.0 0.3
C -3.259357 1.588392 2.776570 -1.1 0.4 -0.6
C -2.012368 1.920798 1.922569 -0.7 0.1 -0.4
C -0.739800 2.223567 2.612395 0.5 -0.6 0.0
C -0.540436 2.184489 3.925247 2.0 1.3 -0.9
C -1.509543 2.126429 5.035619 -0.9 1.0 0.4
C -2.397052 0.918009 5.441947 -0.3 1.1 1.5
C 2.288453 0.556976 1.769316 -0.3 -1.5 -1.5
H -2.776519 -1.153606 4.950868 -0.5 0.4 -0.5
H -3.569037 -0.565422 2.582082 -0.5 -0.2 0.2
H -3.445567 2.434049 3.475448 0.1 -0.9 -0.2
H -4.091744 1.637900 2.061562 0.0 0.3 0.0
H -1.928229 1.191731 1.083787 0.2 0.1 0.5
H -2.197740 2.868894 1.412591 -0.6 0.1 -0.3
H 0.063857 2.573435 1.930930 -0.3 -0.5 0.6
H 0.502363 2.507405 4.214896 -1.4 -0.4 -0.3
H -2.200815 3.033384 4.954827 1.0 -1.1 -0.1
H -0.918020 2.317328 5.924669 -0.3 0.3 0.0
H -1.952704 0.486660 6.349827 -0.2 -0.1 -0.4
H -3.251658 1.516007 5.762716 -0.4 -0.5 0.6
H 2.931668 -0.056493 2.401916 0.2 0.0 -0.2
H 2.423235 1.601549 1.975606 -0.3 0.4 0.0
H 2.430405 0.307702 0.672199 1.0 0.6 0.4
P -0.212130 -1.464579 -2.978560 1.6 -0.5 -0.7
P 1.130069 1.259839 -2.612903 2.0 0.0 0.1
C -1.149024 0.068325 -3.313714 0.1 1.0 0.5
C -0.628210 1.291340 -2.973077 -1.1 -0.7 -0.2
C -0.549069 -2.657848 -4.330761 -0.8 -0.5 -0.7
C -1.630792 -2.547504 -5.226460 -0.1 -0.3 -0.2
C -1.877608 -3.544630 -6.198577 0.3 0.1 0.2
C -1.037313 -4.660967 -6.305082 -0.2 0.7 0.4
C 0.036609 -4.771759 -5.419440 0.0 -0.1 -0.2
C 0.279553 -3.800629 -4.457317 -0.4 0.7 0.2
C -1.112274 -2.204119 -1.605034 0.0 0.0 0.6
C -0.585115 -1.868406 -0.326327 -0.7 0.0 -0.2
C -1.308660 -2.221230 0.824725 -0.3 0.0 -0.2
C -2.377122 -3.113344 0.704484 -0.6 -0.1 -0.4
C -2.851499 -3.505100 -0.561643 0.3 0.0 0.1
C -2.229460 -3.039146 -1.733189 -0.2 0.0 0.7
C 1.907155 1.304520 -4.326880 -0.7 0.6 0.0
C 1.642206 0.287792 -5.251198 0.2 0.1 0.1
C 2.296938 0.233843 -6.474476 0.4 0.4 -0.2
C 3.220615 1.230589 -6.806926 -0.1 0.0 -0.1
C 3.397144 2.317937 -5.951956 0.0 -0.2 -0.1
C 2.713155 2.371079 -4.744135 0.0 -0.3 0.3
C 1.767508 2.796205 -1.775537 -0.9 0.0 -0.1
C 3.037494 2.699380 -1.160130 -0.6 0.3 -0.1
C 3.497601 3.744991 -0.351440 -0.5 -0.2 -0.3
C 2.687344 4.869732 -0.126640 -0.1 -0.2 -0.4
C 1.444460 4.981318 -0.776990 0.0 -0.3 0.2
C 0.949928 3.928240 -1.579509 0.9 0.1 0.4
H -2.160727 -0.087606 -3.668953 -0.3 0.5 0.2
H -1.234280 2.224081 -2.886080 0.3 -0.9 -0.5
H -2.313773 -1.683063 -5.168469 0.4 -0.5 -0.1
H -2.722677 -3.449211 -6.885329 0.3 0.1 0.3
H -1.217809 -5.419570 -7.062341 0.0 0.1 0.2
H 0.702732 -5.627868 -5.499541 -0.1 0.1 0.1
H 1.113553 -3.912822 -3.775029 0.1 0.0 0.0
H 0.440103 -1.363223 -0.324261 -1.0 -0.5 -0.9
H -1.105075 -1.877250 1.864784 -0.3 0.0 -1.1
H -2.838622 -3.524439 1.618181 0.1 0.5 -0.6
H -3.729994 -4.157099 -0.647751 0.5 0.2 0.2
H -2.613628 -3.362240 -2.721646 0.4 0.4 0.7
H 0.903391 -0.465399 -5.043995 0.0 -0.2 0.1
H 2.096451 -0.573250 -7.182666 0.0 0.2 0.3
H 3.764715 1.180208 -7.753471 -0.2 0.0 0.3
H 4.065276 3.135411 -6.215999 -0.2 -0.2 0.0
H 2.789536 3.253065 -4.123498 0.2 0.0 0.1
H 3.622238 1.779143 -1.284938 -0.2 0.5 0.0
H 4.475800 3.655340 0.113292 -0.2 0.1 0.0
H 3.033848 5.647688 0.567507 -0.2 -0.3 -0.5
H 0.851820 5.887425 -0.622590 0.1 -0.4 0.0
H -0.056124 3.962687 -2.028948 0.7 0.2 0.3
C 0.579381 -2.910939 2.695897 -0.7 -1.8 2.2
C 0.543448 -2.140475 3.955451 0.2 0.9 2.1
C 0.505741 -2.629072 5.278442 -0.1 -1.1 -0.5
C 0.598284 -1.529670 6.129520 0.0 1.2 -1.0
C 0.726779 -0.370044 5.288755 -0.3 -2.9 0.4
C 1.160708 0.888876 5.949091 -0.2 -0.2 0.5
N 0.626230 -0.782449 3.956638 0.6 0.5 -0.1
H 1.268342 -3.730858 2.877799 0.2 -0.2 -0.4
H 0.971804 -2.410083 1.812438 0.4 -1.3 -0.4
H -0.442060 -3.354629 2.650631 1.1 0.0 -1.1
H 0.493347 -3.674601 5.632438 -0.1 0.6 -0.5
H 0.606749 -1.571381 7.229917 0.1 0.2 -0.7
H 1.832618 0.623763 6.770141 0.3 0.0 -0.3
H 1.673326 1.543285 5.262636 0.0 0.5 0.2
H 0.304289 1.304957 6.497238 0.5 0.5 -0.4
```
Forces are in eV/Å.

Summary:
LUMO (spin up / spin down)	-0.286 / -0.484	eV
orbital gap (spin up / spin down)	5.7432 / 5.5428	eV
maximum force	4.5	eV/A
energy above the lowest of the compared OMol25 structures with the same formula, charge and spin	0.00	kcal per mole
multiplicity	4
⟨S²⟩	3.795
HOMO energy (spin up / spin down)	-6.0 / -6.0	eV
calculated total energy	-88992.4175	eV

These are the Löwdin partial charges, in e, on atoms 1 to 8:
1 V 0.70
2 C -0.10
3 C -0.10
4 C -0.19
5 C -0.20
6 C -0.15
7 C -0.13
8 C -0.21

---

What is the formula in the first record?
C41H45GeO7PTi

---

Which formula does entry 2 have?
C41H45NP2V

---

Which formula does entry 2 have?
C41H45NP2V

---

Look up the energy above the lowest of the compared OMol25 structures with the same formula, charge and spin of the first one.
10.83 kcal per mole